(1)
# C55H112N2O34P4

A 13-piece molecular cluster, C55H112N2O34P4 overall at a distorted geometry (ωB97M-V/def2-TZVPD, OMol25).

As for the lowest unoccupied orbital energy: -3.32 eV. The calculation puts the energy above the lowest of the compared OMol25 structures with the same formula, charge and spin at 0.0 kJ/mol. As for the energy: -168596.4280 eV. The multiplicity is 1. The HOMO energy comes out at -7.5 eV. The charge is 0.

Structure (XYZ):
```
207
Properties=species:S:1:pos:R:3:mulliken_charge:R:1
C -27.11048 -23.82019 -7.50980 1.52
C -26.58695 -25.01092 -8.24956 2.80
C -27.56364 -25.70761 -9.16212 -1.61
C -27.98965 -24.78318 -10.35418 0.09
C -26.77045 -24.53179 -11.23822 -1.06
C -25.57533 -23.88117 -10.44786 2.77
N -25.40719 -24.50153 -9.09823 1.12
O -24.33613 -24.19635 -8.42188 -0.28
C -25.82817 -22.38364 -10.31429 -0.54
C -24.23148 -24.15361 -11.19747 -1.77
C -26.09015 -26.05589 -7.23668 -0.90
H -27.73096 -23.16952 -8.12683 -0.89
H -26.30127 -23.25456 -7.04828 -1.15
H -27.82026 -24.06937 -6.71830 -0.51
H -28.47459 -25.92710 -8.60205 0.55
H -27.24467 -26.69379 -9.50302 0.21
H -28.46623 -23.90643 -9.91831 -0.50
H -28.76789 -25.32886 -10.88849 0.50
H -27.09455 -24.01384 -12.14256 -0.02
H -26.49001 -25.48398 -11.69653 0.53
H -25.09182 -21.78828 -9.77033 0.19
H -26.72861 -22.26265 -9.71131 -0.66
H -25.90808 -21.81437 -11.24072 -0.08
H -23.98342 -25.21405 -11.25423 0.24
H -23.45236 -23.67481 -10.60586 0.63
H -24.16367 -23.76353 -12.21155 -0.33
H -26.93831 -26.47698 -6.69661 -0.61
H -25.43480 -25.55187 -6.52884 -0.13
H -25.60927 -26.91513 -7.70044 0.30
N -25.36496 -20.77688 -6.67730 0.53
O -24.93913 -20.07397 -5.75537 -0.74
O -24.56765 -21.52379 -7.30505 -0.40
O -26.51201 -20.69218 -7.10650 -0.42
C -30.98682 -19.53270 -8.75130 -0.40
C -32.05602 -18.79019 -8.23965 -0.67
C -31.68696 -17.94917 -7.17225 0.98
C -30.41874 -17.86069 -6.57142 -0.67
C -29.42007 -18.66501 -7.11775 -0.59
C -29.69225 -19.41771 -8.24112 0.24
O -28.75017 -20.19491 -8.86703 -0.05
O -32.64852 -17.22943 -6.53826 -0.56
H -31.03805 -20.28713 -9.52473 0.16
H -33.10209 -18.83266 -8.50164 0.46
H -30.17564 -17.33051 -5.66139 0.29
H -28.40559 -18.85210 -6.78600 0.60
H -27.98184 -20.43950 -8.33707 0.06
H -32.24363 -16.68781 -5.85733 0.28
C -19.19875 -19.85822 -9.78111 -0.76
C -19.79803 -20.99805 -10.25895 0.45
C -19.59622 -22.24383 -9.60561 -0.12
C -18.82194 -22.25569 -8.45507 -0.56
C -18.16083 -21.10699 -8.03846 -0.71
C -18.47420 -19.88864 -8.62901 0.53
O -17.89354 -18.69764 -8.17684 -0.56
O -20.22337 -23.37977 -10.01345 0.28
H -19.19171 -18.95868 -10.38236 0.43
H -20.53396 -20.99736 -11.05250 0.37
H -18.65952 -23.14978 -7.86862 0.39
H -17.54491 -21.10086 -7.14953 0.27
H -17.64084 -18.72127 -7.25100 0.31
H -20.70630 -23.29855 -10.84795 -0.15
C -22.32649 -29.79375 -3.48861 -0.51
C -22.71056 -28.88761 -4.49339 -0.60
C -23.31073 -27.67533 -4.09459 -0.13
C -23.41214 -27.38946 -2.72414 -0.26
C -23.08099 -28.34410 -1.75706 -0.81
C -22.57399 -29.56344 -2.14450 0.79
O -22.29742 -30.60516 -1.27906 -0.57
O -23.77696 -26.76118 -4.96658 0.55
H -21.88158 -30.70631 -3.86383 0.23
H -22.47174 -29.21982 -5.49420 0.46
H -23.92906 -26.48569 -2.43364 0.56
H -23.16083 -28.17670 -0.69154 0.44
H -21.88902 -31.34531 -1.73264 0.28
H -23.32202 -26.61165 -5.80653 0.10
C -24.60840 -21.65603 -14.56255 -0.51
O -24.89928 -21.27431 -15.88273 -0.49
P -25.69550 -22.34768 -16.77173 0.39
O -26.19677 -21.82702 -18.03802 -0.82
O -24.61476 -23.53259 -16.99755 0.05
C -24.92307 -24.61257 -17.85020 -0.94
O -26.78513 -22.93768 -15.72829 0.55
C -27.71466 -23.95195 -16.06047 -0.79
H -25.33770 -21.12863 -13.94497 0.02
H -23.67049 -21.24689 -14.18444 0.08
H -24.58843 -22.73167 -14.39009 0.59
H -24.02948 -24.85813 -18.42717 0.29
H -25.73850 -24.45407 -18.55412 0.38
H -25.03797 -25.47318 -17.18809 0.32
H -28.06877 -23.95869 -17.09280 0.42
H -28.67138 -23.80400 -15.55551 0.04
H -27.35772 -24.92250 -15.71633 0.25
C -21.34257 -26.66873 -10.84331 -0.62
O -22.35090 -26.53919 -9.86448 0.51
P -22.62220 -27.65966 -8.72242 0.12
O -21.59846 -28.74711 -8.74814 -0.82
O -22.70553 -26.71398 -7.43945 -0.21
C -21.62275 -25.81567 -7.04576 -0.84
O -24.13838 -28.10196 -8.95387 -0.06
C -24.48554 -28.78073 -10.15217 -0.82
H -20.39911 -26.38756 -10.37600 0.15
H -21.59196 -26.07944 -11.71991 0.05
H -21.22965 -27.67076 -11.26236 0.40
H -20.91049 -25.63019 -7.85021 0.45
H -21.23530 -26.22336 -6.11556 0.35
H -22.00991 -24.80089 -6.94437 0.08
H -24.32926 -29.85781 -10.12748 0.30
H -23.94671 -28.35035 -10.99950 0.24
H -25.51447 -28.60807 -10.46978 0.28
C -31.63870 -27.39037 -2.57775 -0.86
O -30.72700 -27.65187 -3.61545 0.11
P -30.25504 -29.13749 -4.04601 0.68
O -30.79646 -30.15186 -3.14754 -0.77
O -30.66104 -29.37116 -5.59162 -0.27
C -31.92019 -29.84108 -5.96738 -0.67
O -28.66668 -29.04648 -4.08832 -0.44
C -28.01530 -28.03099 -4.81167 -0.57
H -31.32300 -26.52250 -2.00032 0.26
H -31.64659 -28.19822 -1.84341 0.39
H -32.65060 -27.31826 -2.97550 0.32
H -32.64115 -29.72432 -5.15763 0.30
H -31.96323 -30.90130 -6.22794 0.26
H -32.21212 -29.36472 -6.90374 0.26
H -28.53865 -27.77024 -5.73495 0.33
H -27.04194 -28.44238 -5.07480 0.31
H -27.95506 -27.09317 -4.25756 0.30
C -18.71287 -24.92122 -12.95797 -0.65
O -20.08221 -25.06701 -13.30328 -0.29
P -21.05334 -23.73709 -13.59984 0.30
O -21.64587 -23.12291 -12.39830 0.44
O -20.28963 -22.71770 -14.62442 -0.33
C -19.33919 -21.71544 -14.25729 -0.70
O -22.13271 -24.35507 -14.60275 -0.21
C -21.70916 -25.18532 -15.68728 -0.77
H -18.54296 -25.09297 -11.89505 0.17
H -18.36327 -23.90469 -13.14273 0.30
H -18.16583 -25.61423 -13.59514 0.30
H -18.97194 -21.82094 -13.23637 0.28
H -19.79237 -20.72368 -14.29750 0.24
H -18.51884 -21.66345 -14.97147 0.29
H -22.29663 -24.84168 -16.53838 0.11
H -21.98312 -26.22498 -15.51071 0.30
H -20.65731 -25.12429 -15.96198 0.32
C -31.12220 -23.36047 -9.00138 -0.80
O -30.61878 -23.28020 -7.68840 0.12
C -31.33516 -22.43404 -6.80862 -0.12
C -30.89860 -22.40099 -5.34513 -0.45
O -31.05050 -23.64642 -4.68920 -0.48
C -29.92454 -24.51112 -4.86103 0.39
H -32.20394 -23.49683 -9.07508 0.49
H -30.62803 -24.18945 -9.50628 0.27
H -30.87286 -22.45097 -9.55499 -0.02
H -32.39996 -22.68124 -6.89503 0.47
H -31.40845 -21.42359 -7.22055 -0.07
H -31.54468 -21.78952 -4.71403 0.43
H -29.91071 -21.93541 -5.29812 -0.05
H -29.94396 -25.23901 -4.04895 0.02
H -28.93247 -24.06706 -4.78570 -0.16
H -30.03828 -25.09472 -5.77710 0.20
C -26.11801 -18.21091 -15.59948 -0.66
O -26.42660 -18.61233 -14.28412 -0.14
C -25.92745 -17.93436 -13.13355 -0.86
C -24.54972 -18.36208 -12.62229 -0.63
O -24.55475 -19.65719 -11.97335 0.18
C -23.20926 -20.00449 -11.68384 -1.07
H -26.42451 -19.02245 -16.25755 0.11
H -25.03921 -18.06649 -15.70463 0.30
H -26.58438 -17.29198 -15.96381 0.30
H -26.69051 -18.04594 -12.36008 0.30
H -25.99690 -16.84460 -13.20528 0.42
H -24.18499 -17.59946 -11.92887 0.50
H -23.85298 -18.23281 -13.45653 0.37
H -22.62335 -20.08929 -12.60012 0.37
H -23.23342 -20.89030 -11.04797 0.07
H -22.73491 -19.29912 -10.99441 0.56
C -23.84374 -24.23096 -1.14302 -0.95
O -24.73653 -24.36733 -2.24301 -0.30
C -24.30586 -23.71952 -3.43699 -0.64
C -25.39834 -24.08217 -4.45731 0.94
O -26.73895 -23.79977 -4.10868 -0.67
C -27.05486 -22.41230 -4.34944 -0.05
H -24.24399 -24.89059 -0.37410 0.26
H -23.93174 -23.19848 -0.79739 0.35
H -22.80041 -24.47649 -1.34971 0.36
H -23.33727 -24.05873 -3.80750 0.25
H -24.33352 -22.62612 -3.41732 0.53
H -25.32855 -25.17152 -4.46650 -0.34
H -25.23248 -23.61243 -5.42985 -0.03
H -27.48482 -22.25855 -5.34256 -0.41
H -26.12164 -21.85064 -4.31310 0.32
H -27.79975 -22.05342 -3.64072 0.34
C -30.85606 -23.69784 -12.74246 -0.88
O -29.54887 -23.35564 -13.17710 -0.11
C -29.18377 -21.96198 -13.14821 1.47
C -30.22185 -21.02805 -13.72112 -0.74
O -30.76585 -21.26927 -15.00452 -0.38
C -29.91973 -20.90822 -16.05535 -0.55
H -30.79976 -24.75392 -12.46986 0.25
H -31.50434 -23.69993 -13.62029 0.34
H -31.17521 -23.13598 -11.86431 0.22
H -28.32762 -22.04870 -13.82130 -1.02
H -28.81374 -21.69138 -12.15726 0.03
H -29.76957 -20.03260 -13.67397 0.55
H -31.14432 -21.03172 -13.13793 0.20
H -30.22713 -21.38641 -16.98576 0.25
H -28.84762 -21.11101 -15.98724 0.04
H -29.98642 -19.82628 -16.20538 0.38
```



(2)
# C55H112N2O34P4

A 13-piece molecular cluster, C55H112N2O34P4 overall at a distorted geometry (ωB97M-V/def2-TZVPD, OMol25).

As for the lowest unoccupied orbital energy: -3.35 eV. The calculation puts the energy above the lowest of the compared OMol25 structures with the same formula, charge and spin at 55.2 kJ/mol. As for the energy: -168595.8559 eV. The multiplicity is 1. The HOMO energy comes out at -7.6 eV. The charge is 0.

Structure (XYZ):
```
207
Properties=species:S:1:pos:R:3:mulliken_charge:R:1
C -1.11542 7.94854 8.22152 -0.22
C 0.13504 7.91779 7.36289 3.01
C 1.27477 8.51778 8.22754 -0.56
C 2.66361 8.37808 7.65112 -0.74
C 2.94935 6.94595 7.26557 -0.18
C 1.89004 6.24911 6.43949 2.66
N 0.49774 6.56352 6.88064 0.92
O -0.49846 5.84872 6.32734 0.46
C 2.10273 4.71603 6.58338 -2.18
C 1.99828 6.65075 4.95605 -0.98
C -0.14342 8.89597 6.19056 -1.20
H -1.93682 7.31205 7.89471 -0.46
H -1.47617 8.95832 8.40754 -0.38
H -0.92014 7.64332 9.25050 -0.09
H 1.29798 8.03168 9.20467 0.31
H 1.11394 9.58588 8.37223 -0.72
H 3.34562 8.70038 8.43792 0.92
H 2.75844 8.98600 6.74870 -0.28
H 2.93752 6.33074 8.16810 -0.60
H 3.95504 6.78071 6.88012 0.37
H 3.14680 4.50579 6.34628 0.43
H 1.46629 4.20489 5.86144 0.27
H 2.04618 4.23617 7.56086 0.29
H 1.24427 6.08583 4.40534 -0.49
H 2.95221 6.39125 4.49904 0.59
H 1.74576 7.68765 4.73808 -0.64
H 0.75741 9.33617 5.76001 -0.33
H -0.85392 9.71800 6.27331 0.27
H -0.54540 8.48806 5.25884 0.05
N 2.85751 6.40907 10.96440 1.11
O 1.93094 5.68314 10.60776 -0.80
O 2.51607 7.50051 11.45825 -0.70
O 4.00283 6.01168 11.06333 -0.86
C 4.17504 4.14253 -1.18151 -0.92
C 5.05026 4.89237 -0.37184 -0.58
C 4.60424 5.66818 0.70180 0.32
C 3.27604 5.64033 1.07853 1.12
C 2.39448 4.80180 0.37474 -1.40
C 2.84530 4.04743 -0.70550 0.64
O 1.91843 3.25504 -1.38480 -0.55
O 5.52963 6.22346 1.55688 -0.54
H 4.56486 3.67174 -2.07221 0.31
H 6.09409 4.98713 -0.63729 0.40
H 3.06555 6.03612 2.06275 -0.51
H 1.38215 4.61280 0.70194 0.87
H 2.37637 2.84477 -2.12303 0.30
H 5.16965 6.63124 2.35658 0.40
C 0.02769 2.61740 9.57501 -0.75
C -0.20221 1.30563 9.17902 -0.70
C -1.34710 1.04800 8.34788 0.77
C -2.22678 2.03617 8.09024 -0.66
C -1.95770 3.35882 8.51049 0.15
C -0.81273 3.70402 9.18172 0.10
O -0.47701 5.02091 9.35409 -0.07
O -1.58000 -0.22759 7.81643 -0.59
H 0.88454 2.84225 10.19630 0.47
H 0.54931 0.55062 9.36150 0.36
H -3.10806 1.91379 7.47702 0.45
H -2.57039 4.19672 8.20512 0.12
H 0.30456 5.10424 9.91611 0.27
H -0.73338 -0.67816 7.88406 0.33
C 7.91178 4.96492 6.82762 -0.58
C 6.59729 4.64824 7.17234 -0.55
C 6.08158 5.13406 8.35549 0.45
C 6.87560 5.95450 9.18342 -0.66
C 8.22887 6.12651 8.98504 -0.90
C 8.69925 5.71690 7.72359 1.01
O 9.98242 5.90324 7.36483 -0.57
O 4.77877 4.83111 8.65596 -0.27
H 8.40635 4.70160 5.90307 0.30
H 6.14307 3.93801 6.49551 0.48
H 6.42070 6.29356 10.10518 0.57
H 8.81390 6.80585 9.58773 0.37
H 10.24428 5.55002 6.51257 0.30
H 4.78077 5.24163 9.53279 0.13
C 0.06981 15.42647 6.85886 -0.64
O -0.19612 14.15058 6.28670 -0.44
P 1.01349 13.08325 5.99289 0.46
O 0.47502 11.90836 5.27483 0.02
O 2.12877 13.93527 5.15905 -0.38
C 3.31267 13.26201 4.88360 -0.34
O 1.62674 12.84542 7.43573 -0.29
C 0.83747 12.41994 8.56552 -0.24
H 1.08919 15.47061 7.24359 0.33
H -0.61275 15.72046 7.65679 0.14
H -0.04468 16.25828 6.16247 0.30
H 4.16798 13.44643 5.53471 0.31
H 3.59055 13.58571 3.87880 0.35
H 3.23844 12.17857 4.77626 -0.16
H 0.06415 11.79166 8.12160 -0.01
H 0.39275 13.31164 9.00437 0.14
H 1.39622 11.83455 9.29312 0.37
C 6.39144 8.53541 6.27480 -0.77
O 5.78122 9.48223 5.38900 -0.44
P 5.13986 9.07299 3.98627 1.07
O 4.98314 7.60008 3.80676 -1.10
O 3.85451 10.00240 3.93993 0.56
C 2.93589 9.84601 2.84976 -0.89
O 6.07983 9.79819 2.90745 -0.39
C 6.68034 11.06209 3.19830 -0.71
H 5.90054 8.36713 7.23466 0.13
H 7.28869 8.99831 6.68916 0.41
H 6.64364 7.59816 5.78196 0.41
H 3.18922 9.12167 2.07624 0.60
H 2.83108 10.81098 2.35014 0.40
H 1.88550 9.68732 3.09522 -0.13
H 6.22397 11.62352 4.01359 0.24
H 6.55887 11.67028 2.30226 0.29
H 7.74007 10.92584 3.41023 0.27
C -2.13839 9.75874 2.69271 -0.63
O -0.93313 9.82457 1.93088 -0.38
P -0.19154 8.51020 1.52073 -0.63
O 0.12739 7.57647 2.61158 1.54
O -1.15098 7.93656 0.39594 -0.32
C -0.91345 6.63672 -0.13899 -0.42
O 1.03700 9.10801 0.62008 -0.13
C 0.76108 10.12069 -0.31722 -0.99
H -2.94009 10.29936 2.18851 0.46
H -1.97508 10.31149 3.61842 0.09
H -2.57991 8.80179 2.97340 0.19
H -1.18123 6.68639 -1.19412 0.36
H -1.50708 5.87610 0.36529 0.15
H 0.15839 6.43732 -0.11411 0.07
H 1.68945 10.69099 -0.36000 0.28
H -0.00852 10.84949 -0.06036 0.36
H 0.48991 9.81182 -1.32741 0.28
C -4.79512 9.56551 5.85740 -0.75
O -4.05704 8.33103 5.91747 0.32
P -4.65796 6.91176 5.32375 0.53
O -6.10469 6.68914 5.52536 -0.77
O -4.24601 6.85194 3.75060 -0.10
C -5.30121 7.16202 2.82538 -0.89
O -3.77663 5.76607 6.12578 -0.11
C -3.44943 4.58621 5.44895 -0.15
H -5.79901 9.37402 5.47748 0.43
H -4.37428 10.26888 5.13703 0.27
H -4.79745 10.06386 6.82515 0.03
H -5.96716 7.91763 3.24148 0.36
H -5.93408 6.33982 2.49366 0.31
H -4.76790 7.58518 1.97448 0.25
H -2.45807 4.29020 5.79192 -0.24
H -3.45535 4.70402 4.36590 0.35
H -4.18074 3.84355 5.77154 0.28
C -0.95177 4.71788 2.89210 0.79
O -0.56343 3.66240 3.69870 -0.07
C -0.08610 2.51465 3.09600 -0.35
C 0.35736 1.43257 4.02030 -0.79
O 1.48167 1.96422 4.72176 -0.22
C 1.83507 1.12965 5.85697 -0.70
H -1.06885 5.66140 3.42125 0.16
H -1.86207 4.46149 2.34153 0.58
H -0.18420 4.81556 2.11998 -1.13
H 0.73568 2.76886 2.42212 0.12
H -0.88922 1.98360 2.57331 0.34
H 0.63815 0.48956 3.54762 0.47
H -0.42362 1.18086 4.74275 0.33
H 1.16541 1.35962 6.68712 0.14
H 2.85232 1.39371 6.14643 0.25
H 1.87844 0.05614 5.66582 0.41
C -7.55185 8.42392 11.81019 -0.70
O -6.60570 7.33443 11.88287 -0.35
C -5.28829 7.64238 12.31124 -0.80
C -4.51680 8.38387 11.21065 -0.38
O -4.39720 7.81939 9.95744 -0.16
C -3.74159 6.55051 9.91364 -0.36
H -7.84289 8.85231 12.77154 0.31
H -8.48610 7.97178 11.47661 0.27
H -7.32393 9.23358 11.11617 0.25
H -4.81584 6.66907 12.44433 0.41
H -5.22118 8.22124 13.23403 0.36
H -3.46576 8.52140 11.49084 0.25
H -4.83852 9.42660 11.18569 0.41
H -4.27570 5.74564 10.42245 0.44
H -2.75503 6.65820 10.36929 0.48
H -3.64303 6.14413 8.90755 -0.48
C -3.11079 10.82007 9.17771 -0.26
O -2.48055 11.98136 9.71373 0.42
C -2.94503 13.21296 9.27391 -0.60
C -2.29621 14.46810 9.96279 -0.49
O -2.49904 14.58507 11.35919 -0.49
C -2.31878 13.36728 12.14577 -0.51
H -2.75860 10.65986 8.15733 -0.08
H -4.19348 10.95567 9.21817 0.54
H -2.84035 10.00545 9.84685 -0.49
H -4.02181 13.24018 9.46640 0.36
H -2.87517 13.37365 8.19384 0.40
H -2.67717 15.36383 9.46700 0.34
H -1.24432 14.68982 9.75984 0.13
H -2.33974 13.68015 13.18762 0.27
H -1.42970 12.74423 12.02815 0.25
H -3.08308 12.61584 11.94741 0.18
C -0.32320 8.99431 11.89881 -0.80
O -1.25997 9.58081 12.76532 -0.01
C -0.75590 10.07223 14.00350 -0.76
C -1.88892 10.45219 14.99954 -0.82
O -2.62124 11.52939 14.49868 -0.07
C -3.69354 11.89458 15.34732 -0.88
H 0.40376 9.75045 11.59067 0.31
H -0.81792 8.66772 10.98504 -0.11
H 0.24822 8.16679 12.32226 0.60
H 0.07929 10.77444 13.96840 0.37
H -0.26660 9.19520 14.43887 0.45
H -1.43649 10.79901 15.93422 0.42
H -2.46069 9.59322 15.35906 0.44
H -4.31672 10.99704 15.38341 0.31
H -4.30359 12.71283 14.96984 0.27
H -3.31902 12.05137 16.36108 0.34
```



Number 1: gap between HOMO and LUMO 4.2 eV. Number 2: gap between HOMO and LUMO 4.2 eV.